Entry 1:
The following is a quantum chemistry calculation of a molecular structure, C30H31N5O2PRuS, from OMol25.

The calculation puts the total energy at -65863.2730 eV. As for the expectation value of S²: 0.801. Its spin multiplicity is 2. Its relative energy (zero: lowest compared OMol25 entry of this formula, charge and spin) is 51.01 kcal per mole.

Each line ends with the Mulliken spin population.
CARTESIAN COORDINATES (ANGSTROEM)
Ru -0.369 0.082 -0.005  1.115
N 2.624 0.235 3.239  -0.004
C 1.870 0.097 2.112  -0.001
S 0.112 0.026 2.343  0.016
N 2.429 0.048 0.948  -0.011
N 1.632 -0.032 -0.108  -0.046
C 2.147 -0.236 -1.335  0.027
C 1.238 -0.421 -2.375  0.028
C 1.575 -0.656 -3.735  0.007
C 0.592 -0.939 -4.638  -0.004
C -0.755 -0.919 -4.223  0.013
C -1.037 -0.597 -2.916  0.007
N -0.095 -0.372 -2.009  -0.031
H 2.164 -0.018 4.100  0.001
H 3.592 -0.033 3.158  0.000
H 3.220 -0.302 -1.464  -0.006
H 2.613 -0.628 -4.023  0.000
H 0.828 -1.176 -5.663  0.000
H -1.553 -1.146 -4.908  0.001
H -2.065 -0.503 -2.570  -0.004
O -4.095 1.876 0.223  0.010
C -2.896 1.701 0.123  0.002
O -2.343 0.558 0.024  0.014
C -1.982 2.950 0.072  -0.005
P -0.159 2.663 -0.045  0.022
C 0.339 4.436 0.172  0.014
C -0.334 5.427 -0.534  -0.003
C 0.030 6.751 -0.398  0.000
C 1.097 7.094 0.416  0.000
C 1.782 6.111 1.106  0.001
C 1.398 4.784 0.997  0.006
C 0.260 2.622 -1.825  -0.003
C -0.644 2.421 -2.861  -0.004
C -0.192 2.396 -4.171  0.002
C 1.153 2.572 -4.452  0.000
C 2.058 2.769 -3.422  0.001
C 1.616 2.784 -2.115  0.000
H -2.141 3.509 1.001  -0.002
H -2.333 3.575 -0.755  0.000
H -1.144 5.171 -1.199  0.000
H -0.520 7.511 -0.931  0.000
H 1.391 8.129 0.506  0.000
H 2.618 6.377 1.735  0.000
H 1.918 4.014 1.550  0.001
H -1.697 2.267 -2.657  -0.002
H -0.896 2.238 -4.975  0.001
H 1.505 2.552 -5.473  0.000
H 3.108 2.900 -3.635  0.000
H 2.313 2.919 -1.299  0.001
C -4.350 -3.668 1.038  0.000
N -3.711 -3.152 -0.132  0.000
C -4.136 -3.616 -1.416  0.000
C -2.488 -2.430 -0.010  0.001
C -1.170 -3.194 0.023  -0.004
C -1.110 -4.581 -0.036  -0.008
C 0.114 -5.232 -0.007  0.010
C 1.282 -4.502 0.092  -0.010
C 1.224 -3.112 0.161  -0.004
C 0.008 -2.467 0.114  -0.146
H -5.414 -3.804 0.836  0.000
H -4.240 -2.951 1.851  0.000
H -3.938 -4.629 1.373  0.000
H -5.219 -3.746 -1.412  0.000
H -3.679 -4.569 -1.715  0.000
H -3.879 -2.872 -2.172  0.000
H -2.536 -1.822 0.905  0.006
H -2.424 -1.744 -0.863  -0.004
H -2.021 -5.159 -0.101  -0.001
H 0.151 -6.312 -0.054  0.000
H 2.243 -4.999 0.121  -0.001
H 2.150 -2.560 0.253  -0.003



Entry 2:
The following is a quantum chemistry calculation of a single C4H4N2O molecule, from OMol25.

As for the SMILES: O=Cc1cnc[nH]1. The calculation puts the total energy at -9239.6711 eV. Its relative energy (zero: lowest compared OMol25 entry of this formula, charge and spin) is 18.83 kcal per mole.

Each line ends with the Löwdin charge.
CARTESIAN COORDINATES (ANGSTROEM)
O -2.443 -1.276 0.108  0.047
C -1.893 -0.203 -0.001  -0.229
C -0.440 0.021 0.018  -0.229
C 0.237 1.194 -0.161  -0.086
N 1.599 0.989 -0.250  0.075
C 1.728 -0.301 -0.136  -0.192
N 0.547 -0.977 0.051  0.091
H -2.480 0.728 -0.155  0.125
H -0.172 2.194 -0.218  0.114
H 2.648 -0.873 -0.169  0.125
H 0.668 -1.495 0.914  0.159



Entry 3:
The following is a quantum chemistry calculation of 6 unconnected molecules or ions with the total composition C6H16BrCl6N2O3, from OMol25.

Its total charge is -1. The calculation puts the total energy at -160781.1334 eV. Its relative energy (zero: lowest compared OMol25 entry of this formula, charge and spin) is 3.89 kcal per mole.

Each line ends with the Löwdin charge.
CARTESIAN COORDINATES (ANGSTROEM)
N 0.053 0.787 -0.266  0.180
H 0.895 1.111 -0.737  0.017
H -0.418 0.006 -0.710  -0.024
H -0.590 1.614 -0.262  0.058
H 0.285 0.575 0.724  -0.078
N -1.571 3.960 0.580  -0.597
O -2.483 4.789 0.820  -0.063
O -0.378 4.305 0.716  -0.081
O -1.855 2.761 0.291  -0.153
Br 1.999 0.671 2.318  -0.479
Cl 3.700 0.994 -1.879  0.502
C 4.017 2.619 -1.185  -0.653
C 2.800 3.225 -0.572  -0.644
Cl 1.432 3.311 -1.724  0.578
H 4.353 3.258 -2.005  0.061
H 4.895 2.618 -0.540  0.080
H 3.066 4.277 -0.428  0.074
H 2.478 2.904 0.419  0.019
Cl -2.741 -0.786 -1.049  0.577
C -4.078 -1.276 0.025  -0.635
C -3.656 -1.260 1.500  -0.674
Cl -3.150 0.362 1.950  0.607
H -4.471 -2.231 -0.310  0.065
H -4.860 -0.521 -0.020  0.064
H -2.832 -1.929 1.747  0.062
H -4.461 -1.514 2.190  0.064
Cl 2.618 -4.864 1.017  0.559
C 0.967 -4.858 0.367  -0.688
C 0.855 -3.990 -0.859  -0.652
Cl 0.859 -2.241 -0.465  0.577
H 0.244 -4.462 1.084  0.067
H 0.558 -5.854 0.194  0.073
H -0.126 -4.133 -1.312  0.063
H 1.595 -4.228 -1.620  0.069



Entry 4:
The following is a quantum chemistry calculation of a molecular structure, C6H12N2, from OMol25.

The calculation puts the total energy at -9386.7351 eV. Its relative energy (zero: lowest compared OMol25 entry of this formula, charge and spin) is 233.25 kcal per mole.

Each line ends with the Löwdin charge.
CARTESIAN COORDINATES (ANGSTROEM)
C -1.150 1.483 -0.116  -0.089
C -0.804 -0.022 -0.227  -0.649
C 0.423 -0.557 -1.052  -0.209
C 1.680 0.408 -0.754  -0.118
C 0.246 -0.207 0.872  -0.328
C 0.497 -1.482 0.069  -0.225
H -1.798 1.623 0.955  0.133
H -1.649 2.069 -1.069  0.124
H -0.232 2.059 0.141  0.045
H -2.837 0.126 0.327  0.172
H -1.478 -1.925 1.338  0.249
H 0.505 -0.987 -2.075  0.146
H 1.686 1.459 -1.202  0.130
H 2.508 -0.240 -0.942  0.089
H 1.786 1.362 1.134  0.148
H -0.133 -0.289 1.786  0.074
H 1.379 -2.016 0.338  0.104
H -0.240 -2.398 -0.033  0.117
N -2.029 -0.780 -0.272  0.094
N 1.639 0.315 0.784  -0.006



Entry 5:
The following is a quantum chemistry calculation of a molecular structure, C23H25CdGeNS4, from OMol25.

Its total charge is -2. The calculation puts the total energy at -130169.1851 eV.

Each line ends with the Löwdin charge.
CARTESIAN COORDINATES (ANGSTROEM)
Cd -0.451 -0.227 -1.189  1.089
S 0.467 -1.311 -3.418  0.404
C 2.001 -0.718 -3.993  -0.758
C 2.477 -1.221 -5.227  -0.165
C 3.652 -0.794 -5.811  -0.135
C 4.439 0.177 -5.194  -0.142
C 4.016 0.674 -3.973  -0.148
C 2.836 0.238 -3.363  -0.583
S 2.462 0.897 -1.764  0.839
C 3.149 -0.432 -0.697  -0.376
C 2.321 -0.604 0.556  -0.474
C 2.854 -0.288 1.797  -0.130
C 2.008 -0.543 2.931  -0.167
C 0.728 -0.942 2.778  -0.116
C 0.100 -1.051 1.400  -0.670
C -0.652 -2.402 1.344  -0.420
S -1.682 -2.715 -0.139  0.833
C -3.206 -1.878 0.232  -0.596
C -3.892 -2.226 1.395  -0.144
C -5.079 -1.610 1.753  -0.132
C -5.600 -0.633 0.908  -0.132
C -4.936 -0.299 -0.258  -0.159
C -3.725 -0.901 -0.648  -0.780
S -2.970 -0.414 -2.157  0.321
N 1.117 -1.088 0.327  -0.035
H 1.867 -1.966 -5.723  0.078
H 3.959 -1.219 -6.761  0.084
H 5.358 0.529 -5.648  0.077
H 4.606 1.421 -3.455  0.084
H 4.179 -0.173 -0.456  0.063
H 3.116 -1.344 -1.292  0.081
H 3.867 0.076 1.898  0.061
H 2.403 -0.394 3.934  0.080
H 0.085 -1.115 3.637  0.088
H -1.250 -2.554 2.246  0.062
H 0.100 -3.190 1.293  0.068
H -3.471 -2.994 2.034  0.090
H -5.586 -1.886 2.670  0.080
H -6.526 -0.128 1.162  0.082
H -5.335 0.471 -0.908  0.078
C -0.468 2.184 3.660  -0.243
Ge -0.558 1.883 1.712  0.718
C 0.999 2.824 0.996  -0.237
C -2.153 2.900 1.171  -0.241
C -0.862 0.110 1.053  -0.355
H -0.448 3.262 3.858  -0.002
H 0.427 1.724 4.079  -0.008
H -1.345 1.754 4.152  0.004
H 0.876 3.906 1.100  0.004
H 1.133 2.586 -0.059  -0.046
H 1.898 2.505 1.526  0.006
H -2.076 3.952 1.462  -0.001
H -3.035 2.468 1.651  0.006
H -2.298 2.835 0.091  0.008
H -1.897 -0.115 1.326  0.010



Entry 6:
The following is a quantum chemistry calculation of a single C8H14 molecule, from OMol25.

As for the SMILES: C=CCC(=C)CCC. The calculation puts the total energy at -8521.3702 eV. Its relative energy (zero: lowest compared OMol25 entry of this formula, charge and spin) is 39.42 kcal per mole.

Each line ends with the Löwdin charge.
CARTESIAN COORDINATES (ANGSTROEM)
C -2.859 -1.364 0.089  -0.009
C -1.998 -0.583 -0.540  -0.187
C -0.626 -1.033 -0.976  -0.164
C 0.292 0.168 -1.240  -0.338
C 0.435 0.743 -2.421  0.050
C 1.305 0.352 -0.149  -0.204
C 0.669 0.894 1.147  -0.249
C 1.567 0.591 2.347  -0.106
H -3.869 -1.004 0.244  0.050
H -2.670 -2.369 0.444  0.060
H -2.308 0.431 -0.760  0.103
H -0.542 -1.767 -1.766  0.118
H -0.186 -1.534 -0.109  0.108
H 1.130 1.571 -2.504  0.061
H -0.094 0.415 -3.306  0.065
H 1.748 -0.629 0.045  0.117
H 2.119 1.008 -0.464  0.113
H 0.559 1.962 0.960  0.111
H -0.327 0.463 1.242  0.091
H 1.438 1.261 3.195  0.067
H 2.563 0.900 1.992  0.071
H 1.654 -0.476 2.529  0.073



Entry 7:
The following is a quantum chemistry calculation of 2 unconnected molecules or ions with the total composition C10H20, from OMol25.

As for the SMILES: C1CCCC1.C1CCCC1. The calculation puts the total energy at -10691.0914 eV. Its relative energy (zero: lowest compared OMol25 entry of this formula, charge and spin) is 80.47 kcal per mole.

Each line ends with the Löwdin charge.
CARTESIAN COORDINATES (ANGSTROEM)
C 4.152 0.890 1.009  -0.184
C 4.549 0.965 -0.455  -0.186
C 4.088 -0.352 -1.253  -0.220
C 3.429 -1.018 -0.214  -0.326
C 3.904 -0.683 1.169  -0.144
H 5.008 1.279 1.535  0.091
H 3.315 1.464 1.187  0.074
H 5.701 1.288 -0.490  0.143
H 4.016 1.790 -0.799  0.062
H 4.932 -0.928 -1.584  0.094
H 3.607 -0.016 -2.220  0.128
H 3.473 -2.135 -0.281  0.124
H 2.421 -0.882 -0.603  0.118
H 4.846 -1.237 1.308  0.116
H 3.124 -0.896 1.929  0.112
C -4.722 1.231 -0.113  -0.206
C -3.308 0.947 -0.206  -0.296
C -2.882 -0.546 -0.170  -0.175
C -4.297 -1.317 -0.048  -0.194
C -5.176 -0.198 0.474  -0.200
H -4.838 2.028 0.693  0.119
H -5.246 1.589 -1.087  0.133
H -2.541 1.435 0.421  0.096
H -2.862 1.494 -1.258  0.157
H -2.406 -0.873 0.780  0.097
H -2.241 -0.965 -0.986  0.103
H -4.322 -2.188 0.489  0.067
H -4.597 -1.522 -1.077  0.101
H -4.967 -0.228 1.597  0.133
H -6.163 -0.415 0.252  0.066



no.,maximum force (hartree/bohr)
1,0.072
2,0.025
3,0.034
4,0.106
5,0.007
6,0.039
7,0.157